2 unconnected molecules or ions with the total composition C5H15NO in a non-equilibrium geometry, computed with ωB97M-V/def2-TZVPD.

Structure (XYZ):
```
22
Properties=species:S:1:pos:R:3:forces:R:3
C 0.4219 2.0388 1.7288 -0.18 -0.14 -0.27
C -0.0125 0.9682 0.7287 -0.23 -0.61 -0.10
C -1.1691 1.4417 -0.1465 -0.21 0.29 0.38
C 1.1869 0.4865 -0.0924 0.40 -0.01 0.26
C 1.2174 -0.9117 -0.7876 0.31 1.21 0.61
N 0.8249 -2.0585 0.0153 -0.26 -0.03 0.15
H -0.4383 2.3477 2.3253 0.13 0.08 0.10
H 0.8078 2.9121 1.1958 -0.03 0.03 0.04
H 1.2153 1.6715 2.3814 -0.08 0.02 0.07
H -0.3894 0.0884 1.2825 0.12 0.31 0.06
H -2.0364 1.7700 0.4438 0.17 -0.33 0.02
H -1.4824 0.6340 -0.7931 -0.19 -0.03 -0.18
H -0.9193 2.3119 -0.7461 0.36 0.09 -0.25
H 2.0568 0.5071 0.5846 -0.17 -0.16 -0.03
H 1.4385 1.2378 -0.8407 -0.06 0.15 -0.24
H 2.2807 -1.0068 -0.9683 0.24 -0.41 -0.43
H 0.7568 -0.8773 -1.7791 -0.33 -0.24 0.22
H -0.1193 -1.9779 0.3783 -0.08 0.18 -0.15
H 1.4006 -2.0767 0.8510 0.14 -0.16 -0.12
O -2.0589 -1.7350 -1.2275 0.95 0.17 -0.60
H -1.1815 -2.1417 -1.3162 -0.30 -0.55 0.38
H -1.9034 -1.0229 -1.8635 -0.69 0.15 0.07
```
Positions in Å, forces in eV/Å.

Output
SMILES: CC(C)CCN.O
HOMO level (Ha): -0.352
Relative energy (zero: lowest compared OMol25 entry of this formula, charge and spin) (eV): 0.6144
LUMO level (hartree): 0.034

C5H8ClFS in the gas phase in a non-equilibrium geometry, computed with ωB97M-V/def2-TZVPD.

Structure (XYZ):
```
16
Properties=species:S:1:pos:R:3:forces:R:3
C 0.1121 -1.3943 1.1369 -4.54 2.93 -1.98
C 0.4137 -0.5258 -0.2594 0.00 1.13 4.34
S 1.5118 -1.4123 -1.1789 3.28 1.83 -2.97
C 0.6437 1.0113 0.1762 4.94 1.56 -0.16
C -0.8105 1.3005 0.0918 -2.34 -2.52 3.39
C -0.8771 0.0026 -0.8031 -1.57 0.65 -0.35
F -0.7968 0.5968 -2.0679 -0.19 -1.91 0.36
Cl -2.1437 -1.4347 -0.6814 0.39 2.09 -0.98
H -0.4079 -2.3676 0.9762 1.25 0.58 0.05
H -0.7977 -0.7353 1.5084 1.58 -1.54 -0.27
H 0.7839 -1.2552 1.9233 1.76 -0.33 0.63
H 2.1744 -0.1388 -1.8432 -1.42 -2.93 1.17
H 1.4397 1.4429 1.0154 -2.55 -1.79 -1.26
H 1.1580 1.6130 -0.6794 -0.94 -1.45 0.78
H -1.3920 1.1130 1.1427 1.25 0.99 -2.69
H -1.0116 2.1842 -0.4577 -0.90 0.71 -0.07
```
Positions in Å, forces in eV/Å.

Output
SMILES: C[C@]1(S)CC[C@]1(F)Cl
HOMO level (Ha): -0.342
Relative energy (zero: lowest compared OMol25 entry of this formula, charge and spin) (eV): 3.3877
LUMO level (hartree): 0.019

2 unconnected molecules or ions with the total composition C20H37ClF4N2O2 in a non-equilibrium geometry, computed with ωB97M-V/def2-TZVPD.

Structure (XYZ):
```
66
Properties=species:S:1:pos:R:3:forces:R:3
C 6.0685 0.2304 2.5565 -0.05 0.14 0.05
C 6.3457 -0.7514 1.4289 -0.42 0.24 0.18
C 5.2594 -0.8085 0.3504 0.69 -0.13 -0.19
O 3.9490 -0.4375 0.7700 -0.26 -0.02 0.16
C 3.3474 -1.4303 1.5192 0.47 0.33 -0.40
N 1.8650 -1.1137 1.5937 0.07 -0.61 0.02
C 1.1763 -2.4243 1.9200 0.12 -0.76 -0.48
F 1.0909 -3.1405 0.7658 0.26 0.62 1.22
F 1.9742 -3.0898 2.8105 -0.66 0.51 -0.80
C -0.2178 -2.3195 2.5941 -0.29 -0.90 0.07
F -0.6863 -3.5934 2.6037 0.14 0.48 -0.04
F -1.0685 -1.5457 1.9115 0.15 0.10 -0.29
C 1.4208 -0.5775 0.2608 -0.93 0.33 -0.68
C 1.4757 0.9488 0.1220 0.32 0.09 0.09
C 2.2270 1.7743 1.1795 -0.29 0.30 0.22
Cl 1.2789 3.2907 1.4362 0.07 0.07 -0.11
C 2.4173 1.1097 2.5476 -0.36 -0.09 -0.35
C 1.5467 -0.1195 2.6633 0.55 0.70 0.47
H 5.3764 -0.1550 3.2997 -0.16 -0.14 0.10
H 5.6650 1.1702 2.1950 -0.02 0.21 -0.16
H 6.9824 0.4604 3.0878 0.22 0.02 0.12
H 7.2511 -0.4254 0.9342 0.30 -0.18 -0.17
H 6.5238 -1.7338 1.8493 0.12 -0.25 0.03
H 5.2319 -1.8041 -0.0899 -0.13 -0.21 -0.09
H 5.5184 -0.1340 -0.4530 -0.17 0.35 -0.12
H 3.7681 -1.4804 2.5163 -0.18 -0.12 0.35
H 3.4353 -2.3852 1.0078 -0.03 -0.29 0.03
H -0.1522 -1.9767 3.6219 0.14 0.10 0.14
H 1.9706 -1.0420 -0.5411 0.47 -0.34 0.19
H 0.3921 -0.8853 0.1063 -0.23 -0.03 0.24
H 1.9403 1.1579 -0.8323 0.08 0.03 -0.24
H 0.4670 1.3259 0.0348 -0.32 -0.07 0.14
H 3.1735 2.1097 0.7893 0.25 0.00 -0.03
H 3.4531 0.8876 2.7555 0.23 -0.01 -0.04
H 2.0574 1.7870 3.3085 0.08 0.16 0.29
H 1.7132 -0.5838 3.6273 -0.07 -0.26 0.15
H 0.5211 0.2115 2.5645 -0.37 -0.35 -0.16
C -4.5389 -1.1363 -2.8814 0.06 0.14 -0.13
C -3.9595 -0.5831 -1.5671 -0.49 -0.86 -0.67
C -4.9644 0.3348 -0.8684 0.04 0.41 0.09
C -5.1320 1.6767 -1.5742 0.03 -0.07 0.00
C -3.7816 2.3733 -1.7181 -0.27 0.01 0.27
C -2.7426 1.5117 -2.4335 0.16 0.22 -1.10
N -2.6724 0.1546 -1.7890 -0.57 0.77 1.33
O -1.9955 0.1924 -0.6909 0.69 -0.20 -0.30
C -3.0807 1.4209 -3.9354 -0.08 -0.11 0.00
C -1.3712 2.1704 -2.3628 0.28 -0.03 0.36
C -3.6948 -1.8024 -0.6926 0.20 -0.02 0.27
H -5.5218 -1.5646 -2.6876 0.02 -0.07 0.11
H -4.6735 -0.4020 -3.6670 -0.02 -0.01 0.09
H -3.9022 -1.9277 -3.2783 0.05 0.01 0.01
H -4.6268 0.5151 0.1576 0.09 -0.03 -0.03
H -5.9224 -0.1815 -0.7971 0.01 -0.08 -0.03
H -5.5990 1.5321 -2.5516 0.01 0.01 -0.01
H -5.8129 2.3101 -1.0043 0.00 0.01 0.00
H -3.8985 3.3083 -2.2690 0.07 0.01 -0.06
H -3.4101 2.6414 -0.7238 0.06 -0.09 0.00
H -2.5363 0.6065 -4.4144 -0.02 -0.03 0.01
H -2.7892 2.3470 -4.4278 0.10 0.05 0.08
H -4.1411 1.3040 -4.1402 0.03 -0.03 0.03
H -1.0541 2.3735 -1.3406 -0.07 -0.09 0.00
H -1.4047 3.1255 -2.8823 -0.08 0.02 -0.08
H -0.6132 1.5499 -2.8459 -0.02 -0.02 -0.01
H -2.9340 -2.4451 -1.1380 0.01 0.01 -0.02
H -4.6145 -2.3787 -0.6031 -0.06 -0.01 -0.08
H -3.3708 -1.5335 0.3109 0.00 0.05 -0.05
```
Positions in Å, forces in eV/Å.

Output
HOMO level (alpha / beta) (Ha): -0.392 / -0.430
Spin multiplicity: 2
Expectation value of S²: 0.75
LUMO level (alpha / beta) (hartree): -0.083 / -0.083
Total charge: +1

How do the records compare in total energy? In the order shown, they have -329.48502 -1153.43161 -1903.59097 a.u..